No. 1
The following is a quantum chemistry calculation of 3 unconnected molecules or ions with the total composition C21H38BCl2F3N4O11PS, from OMol25.

Geometry as XYZ:
```
82
Properties=species:S:1:pos:R:3:forces:R:3
C 1.2649 2.7700 5.6059 -0.08 -0.03 0.07
C 0.1799 2.7681 4.5219 0.00 0.17 0.15
C 0.6354 3.3698 3.1789 -0.12 -0.55 0.22
C 1.1945 2.3240 2.1865 -0.12 0.67 -0.06
N 0.3478 2.2675 0.9938 0.44 -0.32 0.09
C 0.3676 1.1569 0.0516 -0.70 0.32 0.12
C 0.6860 1.6677 -1.3567 0.22 0.20 -0.17
C 0.2324 0.6996 -2.4250 -0.30 0.26 0.29
O 0.9462 -0.1394 -2.8949 0.40 -0.36 -0.32
O -0.9500 0.6326 -0.0638 0.32 0.19 0.45
P -1.3384 -0.7415 0.8697 -0.70 -0.97 -0.88
F -0.9007 -1.6098 -0.5672 0.09 0.10 0.11
C -1.7051 0.2426 2.4601 0.29 0.26 -0.13
S -3.2374 0.1131 3.3116 0.12 -0.09 0.26
O -3.9453 -1.1092 3.0385 -0.08 0.02 -0.02
O -3.0095 0.4961 4.6904 -0.06 0.03 -0.07
B -1.3550 -2.5368 1.7154 -0.39 -0.04 0.47
O -1.1159 -3.6940 1.0228 0.55 0.32 -0.18
O -1.4781 -2.6072 3.1047 0.55 0.28 -0.10
C -0.3357 -2.8872 3.8842 -0.14 -0.12 0.23
C -3.1146 -0.6627 0.1940 0.20 0.38 0.04
Cl -3.7654 -2.2322 -0.1872 -0.06 -0.21 0.04
C -3.9420 0.3486 -0.0602 -0.17 -0.04 -0.15
C -5.3197 0.2318 -0.6489 0.07 0.05 0.08
Cl -3.4941 2.0138 0.2778 0.00 0.05 0.04
O 0.4186 -0.7658 1.3880 0.21 0.21 0.16
C 1.1540 -0.1192 0.4377 -0.10 0.20 -0.70
N 2.5769 0.0680 0.9309 0.02 -0.88 0.16
C 2.8432 -0.6812 2.1236 0.05 -0.03 0.19
O 3.2033 -0.2142 3.1499 -0.18 -0.26 -0.37
F 2.7012 -2.0082 1.9715 0.02 0.36 0.08
C 3.5418 -0.0700 -0.0607 -0.09 0.19 0.41
O 3.7535 0.6755 -0.9473 -0.03 0.11 -0.50
F 4.3024 -1.1810 0.0899 0.07 0.16 0.21
H 1.8809 1.8691 5.5828 0.08 0.08 -0.11
H 0.8202 2.8303 6.6019 0.00 -0.11 -0.03
H 1.9164 3.6418 5.5020 0.03 -0.05 -0.01
H -0.6804 3.3292 4.8956 0.04 0.04 -0.04
H -0.1845 1.7502 4.3714 -0.06 0.06 -0.01
H 1.4063 4.1140 3.3936 -0.16 0.19 -0.14
H -0.2313 3.8498 2.7190 0.16 0.14 -0.11
H 2.2183 2.6159 1.9285 0.12 -0.34 0.09
H 1.1974 1.3564 2.6748 0.10 -0.12 -0.07
H 0.3888 3.1467 0.4996 -0.03 0.00 0.00
H 1.7527 1.8554 -1.4880 -0.01 -0.02 0.12
H 0.1399 2.6063 -1.4950 -0.05 -0.05 0.02
H -0.8108 0.8045 -2.7671 -0.08 -0.01 0.04
H -0.9584 -0.0103 3.2126 -0.09 -0.17 0.01
H -1.5757 1.3063 2.2410 -0.10 -0.02 0.05
H -3.9408 1.1227 2.7517 -0.05 0.00 -0.08
H -0.6385 -4.3346 1.5599 -0.35 -0.19 0.14
H -0.6532 -3.0064 4.9210 -0.03 0.01 -0.03
H 0.1621 -3.8193 3.5843 0.05 0.06 -0.05
H 0.3885 -2.0678 3.8395 0.03 -0.05 -0.07
H -5.2843 -0.3977 -1.5392 -0.07 -0.04 0.08
H -6.0095 -0.2295 0.0634 0.06 0.00 0.01
H -5.6882 1.2044 -0.9597 0.00 -0.14 0.18
H 1.2085 -0.7090 -0.4870 0.12 -0.04 0.08
C 6.6746 -2.3318 -1.3011 0.13 -0.02 -0.02
C 8.0411 -2.7683 -1.7714 -0.03 0.01 0.01
O 9.0518 -2.5915 -1.1123 0.00 0.00 0.00
N 8.1094 -3.3813 -2.9878 -0.04 -0.01 -0.02
C 7.0268 -3.6730 -3.9045 0.16 -0.02 0.00
H 6.7691 -1.8623 -0.3286 0.08 -0.01 0.00
H 6.2368 -1.6152 -1.9965 -0.08 -0.02 0.02
H 6.0052 -3.1885 -1.2166 -0.06 0.04 -0.02
H 9.0439 -3.6509 -3.2504 0.00 0.00 0.01
H 6.9500 -4.7471 -4.0850 -0.05 0.00 0.01
H 7.1855 -3.1755 -4.8633 -0.05 0.02 0.00
H 6.0837 -3.3280 -3.4946 -0.01 0.00 -0.01
C -4.1997 0.8748 -4.4590 -0.01 0.02 0.04
C -5.5798 1.4350 -4.1951 0.19 -0.09 0.06
O -5.9436 1.7136 -3.0683 -0.21 0.27 -0.38
N -6.4075 1.6104 -5.2650 0.00 0.00 -0.02
C -6.1380 1.3251 -6.6571 -0.12 0.05 0.08
H -3.6816 0.7959 -3.5071 -0.03 0.01 0.02
H -4.2577 -0.1163 -4.9109 0.03 0.01 -0.03
H -3.6307 1.5289 -5.1215 0.01 -0.03 -0.03
H -7.3101 1.9840 -5.0183 0.00 -0.01 0.01
H -6.2199 2.2301 -7.2629 0.05 -0.01 -0.03
H -6.8428 0.5880 -7.0475 0.04 -0.03 -0.02
H -5.1341 0.9290 -6.7691 0.01 0.00 -0.01
```
Positions in Å, forces in eV/Å.

Summary:
- Multiplicity: 1
- Max |F|: 1.48 eV Å⁻¹
- Charge: -1
- LUMO energy: 2.2 eV
- E_tot: -3854.2039 Eh

No. 2
The following is a quantum chemistry calculation of a molecular structure, C21H38Cs2FKMgN4O16P3S, from OMol25.

Geometry as XYZ:
```
88
Properties=species:S:1:pos:R:3:forces:R:3
C 0.2210 2.3073 1.4662 0.25 -0.67 -0.15
C -1.0223 1.4917 1.0228 0.44 0.67 0.15
C -0.5953 0.3005 0.2077 -0.36 0.31 -0.16
C 0.1683 -0.6638 0.8452 -0.14 -0.67 0.25
C 0.5668 -0.6730 2.2609 -0.22 0.01 -0.46
O 1.6459 -0.2913 2.6413 0.35 0.06 0.86
O -0.3241 -1.2185 3.1672 -0.11 0.25 -0.71
C 0.6270 -1.7745 0.1003 0.38 0.30 0.44
C 0.4129 -1.8963 -1.2105 0.24 -0.32 -0.30
C 0.8790 -3.1409 -1.9155 -0.58 0.06 -0.04
C 0.8620 -4.3453 -0.9932 -0.16 -0.32 0.25
O -0.1536 -4.7111 -0.4850 -0.02 0.06 0.06
N -0.2792 -0.8726 -1.8977 -0.04 -0.22 0.11
S -0.4412 -0.8165 -3.5744 0.25 0.80 -0.84
C 0.8774 -1.7002 -4.3676 0.40 -0.09 0.56
O -0.1200 0.5383 -3.9040 0.24 0.40 0.00
O -1.6813 -1.3546 -4.0110 -0.24 -0.73 0.23
C -0.8799 0.2086 -1.1489 -0.67 -0.58 -0.30
P -1.8903 1.5718 -1.8002 0.16 1.09 0.00
C -3.4844 1.5293 -0.8492 0.40 0.01 0.17
O -2.4807 1.1779 -3.2789 -0.27 -0.45 -0.17
H 0.4371 2.2418 2.5302 -0.14 0.21 0.27
H 0.1515 3.3392 1.1442 -0.08 0.17 0.08
H 1.0918 1.8672 0.9879 0.21 0.18 -0.10
H -1.6446 1.1851 1.8624 -0.10 -0.10 0.09
H -1.5894 2.2138 0.4609 -0.37 -0.13 -0.24
H 0.0212 -1.0454 4.0595 -0.12 -2.00 -1.60
H 1.1895 -2.5282 0.6247 -0.04 -0.29 -0.06
H 1.8358 -3.0179 -2.4138 0.15 -0.07 0.01
H 0.1177 -3.4082 -2.6471 0.01 -0.09 -0.20
H 1.7980 -4.9091 -0.8292 0.16 0.05 -0.10
H 0.7427 -2.7687 -4.3983 -0.13 -0.08 -0.22
H 0.9021 -1.2481 -5.3509 -0.25 0.04 -0.19
H 1.8045 -1.4414 -3.8687 0.15 0.03 0.04
H -4.3213 1.5169 -1.5405 -0.07 -0.30 -0.11
H -3.5348 2.4674 -0.3054 -0.10 0.08 0.20
H -3.5179 0.7155 -0.1439 -0.34 -0.25 0.12
H -3.1534 1.8229 -3.5127 0.02 0.09 -0.05
C 1.8995 -4.1873 4.6938 -0.03 -0.07 -0.03
C 1.8937 -2.9798 5.5046 -0.02 -0.10 -0.07
N 1.8850 -2.0243 6.1410 -0.13 0.23 -0.08
H 2.7944 -4.2073 4.0753 0.00 -0.01 -0.01
H 1.8865 -5.0621 5.3406 -0.02 -0.02 -0.01
H 1.0192 -4.2112 4.0507 0.00 -0.03 0.00
F -0.2147 3.6967 -2.0287 0.52 0.91 0.05
Cs 0.3398 0.5320 5.2732 0.34 2.10 1.93
C -5.5890 -1.6833 2.4096 -0.35 0.05 -0.13
N -4.7756 -0.4639 2.6664 -0.43 -0.32 -0.30
O -4.7012 0.3670 1.7806 0.08 0.20 0.11
O -4.2446 -0.3755 3.7492 0.23 0.56 -0.11
H -5.9994 -1.6182 1.4090 0.10 0.12 -0.04
H -4.9400 -2.5495 2.4995 -0.08 0.02 0.09
H -6.3668 -1.7173 3.1729 0.22 -0.18 0.23
O -6.0706 -2.7165 5.3103 0.45 0.20 -0.22
P -5.4108 -2.2035 6.6068 -0.36 -0.25 0.49
O -6.1694 -2.7055 7.8362 -0.06 0.21 -0.04
O -5.4504 -0.6648 6.6217 -0.02 0.04 -0.03
O -3.9298 -2.6850 6.6322 -1.26 0.16 2.89
C 1.9801 5.6895 -1.8608 -0.37 -1.51 -0.35
C 3.2545 5.1671 -2.4758 0.32 0.09 -0.07
N 3.7667 4.0199 -1.7693 -0.14 -0.07 -0.11
C 5.1217 3.6636 -2.1369 0.23 0.00 0.02
C 5.3858 3.2033 -3.5717 0.07 -0.08 0.01
C 2.8120 2.9222 -1.6015 -0.33 -0.04 0.44
C 2.0679 2.2924 -2.7848 0.70 -0.29 0.12
H 2.0988 5.8752 -0.7841 0.08 -0.05 0.10
H 1.6975 6.6205 -2.3113 1.04 -6.14 -1.96
H 1.1306 4.9799 -2.0031 -0.15 -0.16 0.22
H 4.0253 5.9529 -2.4412 0.15 -0.14 -0.06
H 3.0629 4.9767 -3.5489 -0.01 0.02 0.02
H 5.4657 2.8917 -1.4439 -0.07 -0.04 0.01
H 5.7550 4.5355 -1.9348 -0.05 0.05 -0.02
H 4.9874 2.2061 -3.7618 -0.09 0.05 -0.01
H 6.4628 3.1588 -3.7495 0.01 0.00 0.01
H 4.9636 3.8876 -4.3099 -0.03 -0.01 0.01
H 2.0225 3.2639 -0.9284 -0.01 0.08 -0.07
H 3.3376 2.1358 -1.0533 0.07 -0.04 -0.06
H 1.5759 3.0181 -3.4400 -0.25 0.03 0.87
H 1.2622 1.6796 -2.3874 -0.04 0.15 -0.06
H 2.7142 1.6443 -3.3920 0.08 0.05 0.00
K 1.4920 8.0449 -1.8193 -1.38 7.45 2.05
Cs -2.9547 -2.7113 4.6336 1.64 -0.88 -2.91
Mg 2.0600 3.1995 -5.4074 -0.04 0.11 -0.94
O -0.9430 -6.6161 1.6826 0.14 -0.06 0.28
P -1.7235 -7.5002 0.7200 0.29 0.01 -0.11
O -0.7896 -7.9009 -0.4165 -0.01 0.15 -0.08
O -2.9378 -6.8242 0.0972 -0.10 -0.16 -0.08
O -2.2485 -8.6864 1.5206 -0.17 0.09 0.13
```
Positions in Å, forces in eV/Å.

Summary:
- Multiplicity: 1
- Max |F|: 7.85 eV Å⁻¹
- Charge: -1
- LUMO energy: -1.0 eV
- E_tot: -4607.7325 Eh

No. 3
The following is a quantum chemistry calculation of 7 unconnected molecules or ions with the total composition C21H38F2NO20, from OMol25.

Geometry as XYZ:
```
82
Properties=species:S:1:pos:R:3:forces:R:3
C -3.9107 -2.9490 -2.2236 1.55 -0.59 -0.12
N -4.0618 -1.4977 -1.8873 -1.02 1.87 -1.95
C -3.0043 -0.6632 -2.4643 1.98 2.39 3.70
O -2.2627 0.0070 -1.6773 -2.46 -2.61 -3.79
F -2.6799 -0.5698 -3.8525 -1.13 -0.80 2.37
C -5.4070 -0.9817 -2.1517 -2.06 -0.91 -3.62
O -6.0840 -1.1808 -3.1859 2.64 1.04 4.62
F -6.0683 -0.2077 -1.1219 2.17 -1.51 -1.53
H -2.9957 -3.2910 -1.6008 -1.31 0.53 -1.05
H -3.7288 -3.1324 -3.3372 -0.18 0.42 1.34
C -8.9245 0.1887 -1.5096 0.32 0.20 -0.49
O -9.6787 -0.1036 -0.3304 -0.74 -0.32 0.14
C -10.7986 -0.8074 -0.5518 0.50 0.23 -0.08
O -11.1961 -1.1924 -1.6247 -0.02 0.11 0.49
O -11.4047 -1.0101 0.6334 0.08 0.05 -0.17
C -12.6183 -1.7517 0.5485 -0.26 -0.17 0.03
H -8.0459 0.7579 -1.2118 -0.28 -0.17 0.21
H -8.5908 -0.7318 -1.9922 -0.11 0.16 0.00
H -9.5121 0.7974 -2.2014 -0.08 -0.22 0.03
H -12.4325 -2.7506 0.1473 -0.05 0.17 -0.12
H -13.3528 -1.2208 -0.0615 0.13 -0.14 -0.08
H -13.0178 -1.8542 1.5584 0.26 0.15 -0.02
C -0.8053 1.9387 -0.1869 -0.38 -0.46 -0.06
O 0.0704 3.0704 -0.2492 0.80 0.24 0.29
C 1.3066 2.8393 0.2174 -0.42 -0.10 -0.46
O 1.7125 1.7942 0.6647 -0.01 0.50 -0.09
O 2.0175 3.9777 0.0987 -0.13 -0.21 -0.01
C 3.3645 3.8774 0.5592 0.37 0.08 0.01
H -1.7719 2.2405 -0.5888 0.29 0.14 -0.03
H -0.4207 1.1202 -0.7958 -0.06 0.14 0.22
H -0.9467 1.6176 0.8481 0.15 -0.04 -0.10
H 3.9158 3.1343 -0.0211 -0.11 -0.04 0.19
H 3.3916 3.6333 1.6240 0.05 -0.17 -0.14
H 3.8397 4.8489 0.4158 -0.26 -0.03 -0.07
C 0.5891 3.5623 2.9196 -0.02 -0.36 -0.27
O 0.1658 4.3391 4.0415 0.29 0.17 0.61
C 1.0322 4.3414 5.0651 -0.29 -0.02 -0.31
O 2.0906 3.7607 5.0997 -0.28 0.31 0.08
O 0.5171 5.1037 6.0464 0.10 -0.17 -0.25
C 1.3398 5.1968 7.2068 0.15 0.04 0.33
H -0.1839 3.6319 2.1541 -0.06 0.21 0.31
H 1.5185 3.9577 2.5082 -0.09 -0.08 0.26
H 0.7048 2.5130 3.1986 0.16 0.17 0.00
H 2.3006 5.6557 6.9625 -0.04 -0.19 0.00
H 1.4852 4.2119 7.6563 0.12 0.09 -0.14
H 0.8270 5.8333 7.9288 -0.14 -0.05 -0.27
C 8.8520 7.6128 1.7072 0.26 0.11 -0.31
O 8.1132 7.3376 2.8955 -0.33 -0.19 0.04
C 6.9912 6.6249 2.6939 -0.07 -0.02 0.17
O 6.5885 6.2233 1.6293 0.19 0.18 0.40
O 6.3972 6.4382 3.8838 0.37 0.18 -0.39
C 5.1835 5.6898 3.8199 -0.46 -0.28 0.08
H 9.7332 8.1905 1.9887 -0.19 -0.08 0.23
H 9.1834 6.6848 1.2358 -0.18 0.10 -0.03
H 8.2560 8.2081 1.0118 0.01 -0.21 0.01
H 5.3698 4.6859 3.4323 -0.05 0.17 -0.08
H 4.4423 6.2092 3.2081 0.14 -0.13 -0.06
H 4.7915 5.6001 4.8334 0.26 0.12 -0.06
C -0.7056 -7.0781 -4.7923 -0.03 -0.34 -0.11
O -0.9341 -5.7388 -4.3615 0.47 0.23 0.00
C 0.1763 -4.9886 -4.2806 -0.65 0.55 0.18
O 1.3026 -5.3558 -4.5366 -0.88 0.40 -0.47
O -0.1785 -3.7651 -3.8677 0.18 -0.75 -0.26
C 0.9091 -2.8515 -3.7344 0.28 0.44 0.12
H -1.6692 -7.5879 -4.8203 0.00 0.31 0.10
H -0.2778 -7.0921 -5.7976 0.11 0.00 0.17
H -0.0564 -7.6044 -4.0885 0.05 0.09 -0.15
H 1.4017 -2.6955 -4.6971 0.03 -0.15 0.12
H 1.6228 -3.2078 -2.9879 -0.01 -0.05 -0.18
H 0.5028 -1.8978 -3.3959 -0.24 -0.26 -0.04
C 3.1685 -6.8125 -2.9898 -0.37 -0.06 -0.42
O 3.7191 -6.1173 -1.8682 0.59 -0.29 0.53
C 4.6448 -6.8107 -1.1880 -0.32 0.22 -0.23
O 5.0273 -7.9274 -1.4443 -0.04 0.41 0.20
O 5.0737 -6.0444 -0.1685 -0.09 -0.16 -0.23
C 6.0681 -6.6593 0.6465 0.24 -0.09 0.24
H 2.4317 -6.1561 -3.4641 0.70 -0.30 0.59
H 3.9478 -7.0421 -3.7208 -0.02 -0.13 0.18
H 2.6615 -7.7252 -2.6659 0.25 -0.03 0.02
H 6.9626 -6.8828 0.0607 -0.16 -0.13 0.03
H 5.6766 -7.5652 1.1149 0.10 0.01 -0.18
H 6.3379 -5.9532 1.4328 -0.22 0.10 -0.20
```
Positions in Å, forces in eV/Å.

Summary:
- Multiplicity: 1
- Max |F|: 5.42 eV Å⁻¹
- Charge: -1
- LUMO energy: 1.8 eV
- ΔE to the lowest compared entry with this formula, charge and spin: 0.00 kJ/mol
- E_tot: -2582.2441 Eh

max |F| of number 1 (C21H38BCl2F3N4O11PS)? 1.48 eV Å⁻¹